No. 1
ORCA calculation (ωB97M-V/def2-TZVPD) on 2 unconnected molecules or ions with the total composition C3H9O2P at a distorted geometry.

Geometry as XYZ:
```
15
Properties=species:S:1:pos:R:3:forces:R:3:lowdin_charge:R:1
C -2.82372 0.83148 0.53859 -1.8493 1.0919 0.6342 -0.309
C 1.32891 -1.56099 0.93542 2.1745 0.8438 -5.1344 -0.185
C 1.29573 0.45843 -1.57037 0.6393 1.1973 -0.0804 -0.218
O 2.07272 1.10445 0.98668 1.3476 1.4552 1.0013 -0.398
O -1.92367 -0.09472 0.17938 0.9195 -0.2997 -0.5161 -0.181
P 1.20553 0.20675 0.24387 -2.1339 -0.8790 0.8527 0.735
H -2.51850 1.92938 0.24617 -0.6379 -1.8479 0.4281 0.098
H -3.07922 0.76450 1.68633 0.1844 0.3824 -2.0141 0.088
H -3.83456 0.56802 -0.10060 2.0532 0.6821 1.3955 0.135
H 0.63413 -2.10645 0.33145 -1.1701 -0.6611 0.6552 0.016
H 2.26921 -1.91665 0.37924 -0.6251 0.4627 0.9640 0.060
H 1.49697 -1.73877 1.94938 -0.4427 0.1601 1.5602 0.019
H 1.78512 1.47271 -1.89237 -0.1875 -2.2217 1.0710 0.099
H 1.75987 -0.46641 -1.88330 0.5224 0.0757 -0.8958 0.025
H 0.33147 0.54826 -2.02987 -0.7944 -0.4419 0.0786 0.016
```
Positions in Å, forces in eV/Å.

Output
- Strongest force on any atom: 5.6 eV Å⁻¹
- LUMO level (spin up / spin down): -0.29 / -1.39 eV
- Frontier orbital gap (spin up / spin down): 9.80 / 5.96 eV
- Relative energy (zero: lowest compared OMol25 entry of this formula, charge and spin): 102.4 kcal per mole
- DFT total energy: -16636.581 eV

No. 2
ORCA calculation (ωB97M-V/def2-TZVPD) on a molecular structure, HN2O4 at a distorted geometry.

Geometry as XYZ:
```
7
Properties=species:S:1:pos:R:3:forces:R:3:lowdin_charge:R:1
N 0.22407 2.36071 -2.13955 -4.1603 -2.0057 1.8474 0.229
N 2.00097 2.35822 -1.90808 3.2381 0.2268 0.3911 0.183
O 2.67580 2.47255 -2.78286 -1.1689 -0.2707 0.4925 0.290
O 0.40820 0.47395 0.68729 3.4897 3.9742 0.6600 0.127
O -0.32971 1.76820 -1.31095 0.3002 4.3064 -3.8699 0.131
O 0.62211 0.50688 -0.57494 1.7753 -2.4954 -0.1676 -0.050
H -0.17941 -0.16974 0.89819 -3.4741 -3.7358 0.6465 0.090
```
Positions in Å, forces in eV/Å.

Output
- Strongest force on any atom: 5.8 eV Å⁻¹
- LUMO level (spin up / spin down): -7.85 / -8.00 eV
- Frontier orbital gap (spin up / spin down): 7.95 / 7.51 eV
- Charge: +1
- Relative energy (zero: lowest compared OMol25 entry of this formula, charge and spin): 45.4 kcal per mole
- DFT total energy: -11167.629 eV

No. 3
ORCA calculation (ωB97M-V/def2-TZVPD) on 12 unconnected molecules or ions with the total composition C26H78N2O12 at a distorted geometry.

Geometry as XYZ:
```
118
Properties=species:S:1:pos:R:3:forces:R:3:lowdin_charge:R:1
C -0.61327 -0.68121 -4.71653 0.3652 -0.3047 0.2543 -0.090
O 0.46475 -1.59857 -4.55989 -0.4327 -0.1740 -0.4940 -0.206
C 0.02882 -2.79188 -3.93813 -0.0799 -0.1133 0.3097 -0.213
C 1.14662 -3.83462 -3.94870 0.1148 -0.1562 -0.9109 -0.414
C 2.15873 -3.58971 -2.83542 -1.2907 -0.2094 0.5083 -0.060
N 1.83142 -3.93091 -5.26922 -0.4693 1.2407 -0.0093 0.033
H -0.91295 -0.40005 -3.70395 -0.1702 0.6086 -0.1175 0.073
H -1.49754 -1.08790 -5.21937 0.1409 -0.4538 -0.0110 0.090
H -0.24479 0.13101 -5.33256 0.0095 0.3272 0.3873 0.076
H -0.27393 -2.58461 -2.90206 0.0484 0.0162 0.0631 0.111
H -0.86845 -3.18492 -4.43217 0.0514 0.0394 -0.2767 0.124
H 0.65835 -4.80376 -3.82020 0.1016 -0.0072 0.4330 0.134
H 2.52097 -2.56532 -2.75636 0.4643 -0.0773 -0.6599 0.058
H 2.91330 -4.36953 -2.86941 0.3175 0.2957 0.1365 0.077
H 1.56693 -3.66263 -1.91444 0.2877 -0.3819 0.1550 0.074
H 1.19047 -4.26431 -5.99001 -0.0884 -0.4109 0.3594 0.066
H 1.87670 -2.94293 -5.54628 0.6165 -0.2472 -0.0478 0.059
C -1.58560 0.76890 0.85645 0.2621 -0.1212 1.0681 -0.062
O -0.75487 -0.36512 1.09455 -0.4318 0.6524 0.5114 -0.239
C 0.50491 -0.02590 1.66031 0.4299 -0.7250 -0.2913 -0.200
C 1.54390 0.22237 0.55935 1.0554 -1.1168 0.2662 -0.390
C 1.69580 -1.03182 -0.32554 -1.3118 0.4706 -0.3314 -0.046
N 2.85275 0.48952 1.17743 -0.1821 0.5939 -0.3873 0.056
H -2.62430 0.44009 0.90429 0.0322 -0.0607 -0.7308 0.087
H -1.26573 1.29013 -0.04891 -0.4474 -0.0289 -0.1069 0.096
H -1.52120 1.44902 1.71726 0.2457 0.0906 -0.1913 0.068
H 0.50161 0.72390 2.46026 -0.5865 0.5201 -0.8464 0.091
H 0.83869 -0.88457 2.25516 0.0020 -0.3990 -0.4661 0.117
H 1.28965 1.02958 -0.12997 -0.1839 0.3105 0.3335 0.131
H 0.69094 -1.36832 -0.60796 0.0494 -0.2401 0.2074 0.063
H 2.20391 -1.85533 0.17294 0.1908 0.0780 0.0142 0.085
H 2.13037 -0.78547 -1.29424 0.5920 0.0026 0.2629 0.052
H 2.80633 1.40402 1.61995 0.1518 -0.2685 0.1443 0.055
H 3.00480 -0.18476 1.92638 -0.0356 0.1876 -0.0364 0.034
C 5.92399 -1.61202 -1.45274 0.3918 0.5137 0.2822 -0.082
C 7.14594 -2.38111 -0.98865 0.8198 0.3115 0.0525 -0.307
O 7.48267 -2.00950 0.35610 -0.3215 -0.5824 0.2402 -0.096
H 6.20596 -0.56075 -1.56551 -0.0643 -0.0086 -0.1875 0.070
H 5.18868 -1.60699 -0.64717 -0.1893 -0.2799 -0.1533 0.063
H 5.49488 -1.96243 -2.38827 -0.0245 -0.1327 -0.0029 0.069
H 8.06155 -2.18471 -1.55762 -0.3666 0.1028 -0.5621 0.107
H 7.02536 -3.46284 -1.05380 -0.2679 0.0099 0.4405 0.108
H 7.99475 -1.19914 0.34028 -0.0182 0.0713 -0.1175 0.080
C 3.08973 3.50645 4.99108 -0.2865 0.0501 -0.4575 -0.079
C 1.89428 3.29946 4.05482 1.0333 0.7396 0.1986 -0.332
O 1.77529 1.95334 3.65673 -0.3936 0.0124 0.0372 -0.098
H 3.22558 4.57572 5.17041 -0.1061 -0.0699 0.3014 0.074
H 3.98699 3.17344 4.46925 0.0232 -0.2011 0.1447 0.075
H 2.96743 2.94783 5.91849 0.1056 0.1362 0.0859 0.073
H 2.13920 3.87212 3.15318 -0.3250 -0.1517 -0.0836 0.111
H 0.97971 3.73130 4.47435 -0.0494 -0.2872 0.0155 0.102
H 1.31345 1.44488 4.33141 0.1691 0.0254 0.1280 0.093
C -3.47917 -3.05763 -1.85153 0.1077 -1.6224 -0.1938 -0.090
C -2.63847 -2.02332 -1.14401 -0.4974 -0.2561 0.0971 -0.342
O -1.73738 -2.62990 -0.22601 -0.2763 0.7421 0.1203 -0.088
H -3.67704 -2.83643 -2.90103 -0.1932 0.2392 0.1279 0.067
H -4.39913 -3.32931 -1.32689 -0.1673 0.6387 -0.0646 0.073
H -2.99666 -4.04462 -1.84745 0.5157 0.3027 -0.1631 0.076
H -3.37338 -1.41519 -0.59647 0.4605 0.4696 -0.1047 0.101
H -2.06585 -1.42360 -1.86563 -0.2624 0.1197 0.0919 0.086
H -1.45802 -1.85668 0.31007 0.3871 -0.7482 0.0591 0.042
C 5.35475 -1.45713 2.95459 -0.1332 0.6849 -0.6231 -0.096
C 4.18141 -2.19694 3.56080 0.6251 -0.1631 -1.2750 -0.310
O 3.08898 -1.30608 3.80520 0.0838 -0.7391 0.2926 -0.097
H 6.19772 -2.13216 2.81234 0.1802 0.1635 0.4096 0.071
H 5.59781 -0.51796 3.45788 0.2925 -0.3798 0.5029 0.080
H 5.14344 -1.11114 1.93713 -0.3426 -0.2143 0.0302 0.049
H 4.50425 -2.78945 4.42150 -0.3008 0.3153 0.3116 0.109
H 3.90351 -2.90794 2.76872 -0.2700 -0.1654 0.3207 0.113
H 2.34579 -1.90565 3.95324 -0.1441 0.4170 0.0805 0.080
C -5.88228 0.70687 0.65228 0.4900 -0.2281 -1.0139 -0.085
C -7.14041 1.47010 0.90901 -0.6109 0.4909 0.8081 -0.301
O -7.09722 1.88103 2.29219 -0.0863 0.0283 -0.0351 -0.095
H -5.75862 0.52932 -0.41959 -0.1881 0.0195 -0.0081 0.056
H -5.84638 -0.27956 1.11195 -0.1383 0.1557 0.3549 0.089
H -5.00814 1.28568 0.95152 -0.0714 -0.0086 0.2243 0.057
H -8.05295 0.89016 0.73350 0.1900 -0.2622 0.0004 0.112
H -7.25616 2.37359 0.29947 0.3909 -0.1069 -0.2133 0.108
H -7.93499 2.29864 2.51475 0.0183 -0.0466 -0.0122 0.076
C -1.34781 -1.09463 4.08073 -1.0771 -0.1521 1.6310 -0.074
C -2.68295 -1.13367 4.85119 -0.5059 0.0178 -0.7664 -0.301
O -3.75917 -0.69675 4.01819 0.2658 0.0002 -0.1635 -0.105
H -1.10419 -0.03864 3.97144 0.2549 -0.0760 -0.5618 0.064
H -1.50731 -1.65602 3.16723 0.3343 0.2889 -0.2768 0.080
H -0.59435 -1.57285 4.71168 0.2078 0.0250 -0.1811 0.073
H -2.69982 -0.53052 5.76386 0.4053 -0.0384 0.0813 0.105
H -2.95384 -2.15775 5.11042 0.1656 -0.0228 0.1349 0.107
H -3.52602 0.15017 3.60073 -0.2248 -0.1126 0.3078 0.029
C -4.15926 0.75781 -2.73568 0.5533 -0.6196 -0.3071 -0.089
C -4.86176 1.78389 -3.57091 -0.0741 1.2246 -0.0271 -0.327
O -5.52958 1.16005 -4.66937 0.1729 0.4440 0.2167 -0.069
H -4.62644 -0.22210 -2.86073 -0.4418 0.1772 0.2947 0.081
H -4.14812 1.05271 -1.69001 0.2036 -0.1354 0.0352 0.053
H -3.14516 0.55738 -3.09323 0.0927 0.3363 0.1440 0.061
H -4.20548 2.59128 -3.92583 0.4930 -0.5341 -0.2619 0.112
H -5.50747 2.41833 -2.94336 -0.7080 -0.6858 -0.0538 0.104
H -5.49620 1.79368 -5.39222 -0.1893 -0.1863 -0.0880 0.079
C 4.00833 1.52505 -3.92214 0.4309 -0.2675 0.2387 -0.084
C 2.52709 1.27756 -3.72612 -0.5430 -0.0278 -0.0992 -0.312
O 1.78635 1.57818 -4.91277 0.1026 0.0537 -0.0887 -0.096
H 4.57489 1.53436 -2.98730 -0.2275 -0.1082 0.1161 0.068
H 4.22668 2.47203 -4.41496 -0.2919 0.0414 -0.0727 0.074
H 4.43972 0.71866 -4.52169 -0.0061 0.0774 -0.1055 0.074
H 2.07044 1.89267 -2.94748 0.2572 0.1828 -0.0603 0.111
H 2.30004 0.24170 -3.44519 0.3295 -0.0101 0.0441 0.089
H 2.11979 1.00570 -5.61303 -0.0364 0.0275 0.0379 0.082
C -1.07061 4.29431 2.48041 -1.0747 -0.5004 0.4488 -0.082
C -1.60482 4.22568 1.03963 0.0152 1.7865 1.4813 -0.285
O -2.96489 3.82442 0.97093 -0.1649 -1.4372 -0.2033 -0.095
H -0.15835 4.86821 2.61603 0.1416 -0.1077 -0.3332 0.068
H -0.98620 3.31598 2.96121 0.3437 -0.0863 -0.2617 0.058
H -1.83704 4.78471 3.09383 0.0682 0.2512 -0.0906 0.080
H -0.97780 3.59036 0.42694 -0.3095 -0.0645 -0.3306 0.102
H -1.60816 5.27397 0.72772 0.5473 -0.1493 -0.6805 0.112
H -3.54558 4.33324 1.54267 0.3505 0.5101 -0.0230 0.086
O -3.88199 2.05602 3.28080 0.2304 0.5568 -0.0986 -0.052
H -3.52506 2.66493 2.61194 -0.0259 -0.3871 0.0142 0.003
H -4.70688 2.46568 3.57159 -0.0733 -0.3362 -0.0787 0.055
```
Positions in Å, forces in eV/Å.

Output
- Structure (SMILES): COC[C@H](C)N.COC[C@H](C)N.CCO.CCO.CCO.CCO.CCO.CCO.CCO.CCO.CCO.O
- Strongest force on any atom: 2.3 eV Å⁻¹
- LUMO level: 0.29 eV
- Frontier orbital gap: 8.97 eV
- Relative energy (zero: lowest compared OMol25 entry of this formula, charge and spin): 59.6 kcal per mole
- DFT total energy: -55772.811 eV

> relative energy (zero: lowest compared OMol25 entry of this formula, charge and spin) of number 2 (HN2O4)?

45.4 kcal per mole